C48H122N8O17 | ωB97M-V/def2-TZVPD

## Properties
E_HOMO (spin up / spin down)	-9.7 / -9.7	eV
largest force on an atom	3.88	eV/A
Kohn-Sham gap (spin up / spin down)	7.1883 / 2.5343	eV
DFT total energy	-3618.20042	Ha
LUMO energy (spin up / spin down)	-2.48 / -7.14	eV
net charge	+1
2S+1	2
<S²>	0.75

Each atom is followed by the atoms it is bonded to, with distances in Å.
Cartesian coordinates (Å):
1 C 1.074 5.989 -3.863  O2 1.401, H10 1.090, H11 1.090, H12 1.090
2 O 0.542 6.599 -5.007  C1 1.401, C3 1.431
3 C 1.481 7.253 -5.866  O2 1.431, C4 1.540, H13 1.090, H14 1.090
4 C 0.579 7.714 -7.026  C3 1.540, N5 1.433, H15 1.090, H16 1.090
5 N -0.165 6.661 -7.650  C4 1.433, C6 1.425, H17 1.010
6 C 0.541 5.890 -8.619  N5 1.425, C7 1.572, H18 1.090, H19 1.090
7 C 1.234 4.572 -8.114  C6 1.572, O8 1.476, H20 1.090, H21 1.090
8 O 0.395 4.062 -7.012  C7 1.476, C9 1.426
9 C 0.958 3.064 -6.164  O8 1.426, H22 1.090, H23 1.090, H24 1.090
10 H 1.786 5.175 -4.001  C1 1.090
11 H 0.327 5.734 -3.111  C1 1.090
12 H 1.593 6.821 -3.389  C1 1.090
13 H 2.245 6.531 -6.155  C3 1.090
14 H 2.075 8.038 -5.399  C3 1.090
15 H 1.067 8.331 -7.781  C4 1.090
16 H -0.199 8.363 -6.624  C4 1.090
17 H -0.306 6.059 -6.851  N5 1.010
18 H 1.454 6.390 -8.941  C6 1.090
19 H -0.014 5.901 -9.556  C6 1.090
20 H 2.251 4.630 -7.726  C7 1.090
21 H 1.341 3.823 -8.899  C7 1.090
22 H 1.112 2.166 -6.763  C9 1.090
23 H 0.198 2.683 -5.482  C9 1.090
24 H 1.884 3.287 -5.634  C9 1.090
25 C 0.979 -6.666 1.310  O26 1.440, H34 1.090, H35 1.090, H36 1.090
26 O 0.754 -7.663 2.324  C25 1.440, C27 1.372
27 C 0.083 -8.759 1.842  O26 1.372, C28 1.468, H37 1.090, H38 1.090
28 C 0.065 -9.853 2.820  C27 1.468, N29 1.469, H39 1.090, H40 1.090
29 N 1.401 -10.333 3.197  C28 1.469, C30 1.506, H41 1.010
30 C 1.855 -11.501 2.361  N29 1.506, C31 1.561, H42 1.090, H43 1.090
31 C 0.869 -12.699 2.532  C30 1.561, O32 1.449, H44 1.090, H45 1.090
32 O 1.435 -13.903 1.959  C31 1.449, C33 1.429
33 C 0.513 -14.982 1.792  O32 1.429, H46 1.090, H47 1.090, H48 1.090
34 H 0.193 -5.948 1.078  C25 1.090
35 H 1.312 -7.007 0.330  C25 1.090
36 H 1.774 -6.088 1.782  C25 1.090
37 H 0.515 -9.163 0.926  C27 1.090
38 H -0.938 -8.469 1.596  C27 1.090
39 H -0.748 -10.552 2.625  C28 1.090
40 H -0.330 -9.296 3.670  C28 1.090
41 H 1.990 -9.515 3.251  N29 1.010
42 H 2.829 -11.833 2.722  C30 1.090
43 H 1.842 -11.269 1.296  C30 1.090
44 H -0.089 -12.628 2.016  C31 1.090
45 H 0.728 -12.821 3.606  C31 1.090
46 H -0.273 -14.665 1.107  C33 1.090
47 H 0.061 -15.353 2.712  C33 1.090
48 H 1.101 -15.816 1.408  C33 1.090
49 C -4.726 -3.546 1.534  O50 1.443, H58 1.090, H59 1.090, H60 1.090
50 O -3.740 -3.252 0.523  C49 1.443, C51 1.409
51 C -2.575 -4.007 0.767  O50 1.409, C52 1.589, H61 1.090, H62 1.090
52 C -1.590 -3.320 -0.273  C51 1.589, N53 1.442, H63 1.090, H64 1.090
53 N -2.069 -3.317 -1.633  C52 1.442, C54 1.471, H65 1.010
54 C -1.771 -2.153 -2.481  N53 1.471, C55 1.554, H66 1.090, H67 1.090
55 C -2.457 -2.175 -3.876  C54 1.554, O56 1.461, H68 1.090, H69 1.090
56 O -3.908 -2.010 -3.820  C55 1.461, C57 1.451
57 C -4.498 -1.688 -5.106  O56 1.451, H70 1.090, H71 1.090, H72 1.090
58 H -5.700 -3.294 1.113  C49 1.090
59 H -4.514 -3.135 2.521  C49 1.090
60 H -4.798 -4.622 1.692  C49 1.090
61 H -2.687 -5.058 0.501  C51 1.090
62 H -2.145 -3.986 1.768  C51 1.090
63 H -0.587 -3.745 -0.253  C52 1.090
64 H -1.509 -2.282 0.050  C52 1.090
65 H -3.067 -3.159 -1.601  N53 1.010
66 H -0.728 -2.100 -2.795  C54 1.090
67 H -2.071 -1.321 -1.844  C54 1.090
68 H -2.238 -3.183 -4.228  C55 1.090
69 H -2.018 -1.376 -4.474  C55 1.090
70 H -4.262 -2.478 -5.819  C57 1.090
71 H -4.054 -0.799 -5.552  C57 1.090
72 H -5.587 -1.694 -5.154  C57 1.090
73 C -0.340 -4.056 12.435  O74 1.469, H82 1.090, H83 1.090, H84 1.090
74 O 0.699 -3.112 12.003  C73 1.469, C75 1.444
75 C 0.445 -1.695 12.112  O74 1.444, C76 1.560, H85 1.090, H86 1.090
76 C -0.651 -1.192 11.122  C75 1.560, N77 1.447, H87 1.090, H88 1.090
77 N -0.192 -0.838 9.796  C76 1.447, C78 1.460, H89 1.010
78 C -1.322 -0.742 8.876  N77 1.460, C79 1.452, H90 1.090, H91 1.090
79 C -1.031 0.400 8.029  C78 1.452, O80 1.390, H92 1.090, H93 1.090
80 O -1.755 0.076 6.887  C79 1.390, C81 1.477
81 C -1.774 1.220 5.953  O80 1.477, H94 1.090, H95 1.090, H96 1.090
82 H -0.660 -3.731 13.425  C73 1.090
83 H 0.078 -5.050 12.594  C73 1.090
84 H -1.195 -3.985 11.763  C73 1.090
85 H 1.365 -1.138 12.289  C75 1.090
86 H 0.121 -1.540 13.142  C75 1.090
87 H -0.861 -0.283 11.685  C76 1.090
88 H -1.594 -1.733 11.043  C76 1.090
89 H 0.436 -1.626 9.733  N77 1.010
90 H -2.246 -0.660 9.448  C78 1.090
91 H -1.336 -1.703 8.361  C78 1.090
92 H 0.023 0.488 7.767  C79 1.090
93 H -1.261 1.369 8.473  C79 1.090
94 H -2.432 2.031 6.265  C81 1.090
95 H -2.164 0.852 5.004  C81 1.090
96 H -0.716 1.478 5.926  C81 1.090
97 C 4.438 1.430 -8.657  O98 1.414, H106 1.090, H107 1.090, H108 1.090
98 O 4.261 1.441 -7.254  C97 1.414, C99 1.460
99 C 5.190 0.766 -6.353  O98 1.460, C100 1.487, H109 1.090, H110 1.090
100 C 6.349 1.617 -5.973  C99 1.487, N101 1.513, H111 1.090, H112 1.090
101 N 6.235 2.596 -4.826  C100 1.513, C102 1.437, H113 1.010
102 C 5.764 2.064 -3.576  N101 1.437, C103 1.545, H114 1.090, H115 1.090
103 C 5.531 3.096 -2.451  C102 1.545, O104 1.448, H116 1.090, H117 1.090
104 O 4.882 4.247 -3.043  C103 1.448, C105 1.412
105 C 4.244 5.128 -2.142  O104 1.412, H118 1.090, H119 1.090, H120 1.090
106 H 5.328 1.984 -8.957  C97 1.090
107 H 3.606 2.017 -9.047  C97 1.090
108 H 4.265 0.436 -9.070  C97 1.090
109 H 5.400 -0.100 -6.980  C99 1.090
110 H 4.706 0.406 -5.444  C99 1.090
111 H 6.649 2.217 -6.832  C100 1.090
112 H 7.209 0.966 -5.814  C100 1.090
113 H 5.564 3.306 -5.083  N101 1.010
114 H 6.372 1.196 -3.321  C102 1.090
115 H 4.813 1.536 -3.654  C102 1.090
116 H 6.486 3.543 -2.176  C103 1.090
117 H 4.979 2.642 -1.628  C103 1.090
118 H 3.578 5.792 -2.693  C105 1.090
119 H 4.954 5.609 -1.469  C105 1.090
120 H 3.572 4.711 -1.393  C105 1.090
121 C -5.076 7.784 -2.192  O122 1.360, H130 1.090, H131 1.090, H132 1.090
122 O -4.758 6.864 -3.142  C121 1.360, C123 1.451
123 C -3.370 6.453 -3.032  O122 1.451, C124 1.488, H133 1.090, H134 1.090
124 C -3.105 5.194 -3.780  C123 1.488, N125 1.488, H135 1.090, H136 1.090
125 N -3.414 3.920 -3.077  C124 1.488, C126 1.417, H137 1.010
126 C -3.212 2.750 -3.851  N125 1.417, C127 1.519, H138 1.090, H139 1.090
127 C -4.346 1.845 -3.398  C126 1.519, O128 1.393, H140 1.090, H141 1.090
128 O -3.973 1.379 -2.140  C127 1.393, C129 1.495
129 C -4.710 0.275 -1.452  O128 1.495, H142 1.090, H143 1.090, H144 1.090
130 H -5.307 7.166 -1.324  C121 1.090
131 H -5.844 8.538 -2.361  C121 1.090
132 H -4.282 8.457 -1.869  C121 1.090
133 H -3.024 6.295 -2.010  C123 1.090
134 H -2.624 7.130 -3.448  C123 1.090
135 H -2.148 5.116 -4.297  C124 1.090
136 H -3.715 5.141 -4.682  C124 1.090
137 H -3.042 3.768 -2.150  N125 1.010
138 H -2.234 2.271 -3.871  C126 1.090
139 H -3.325 2.968 -4.913  C126 1.090
140 H -4.404 1.118 -4.209  C127 1.090
141 H -5.355 2.257 -3.377  C127 1.090
142 H -4.710 -0.638 -2.049  C129 1.090
143 H -5.762 0.434 -1.214  C129 1.090
144 H -4.251 0.133 -0.474  C129 1.090
145 C 1.624 0.783 -2.449  O146 1.422, H154 1.090, H155 1.090, H156 1.090
146 O 0.411 0.591 -1.732  C145 1.422, C147 1.442
147 C -0.312 1.720 -1.198  O146 1.442, C148 1.459, H157 1.090, H158 1.090
148 C -1.146 1.206 -0.117  C147 1.459, N149 1.479, H159 1.090, H160 1.090
149 N -0.399 0.680 1.045  C148 1.479, C150 1.494, H161 1.010
150 C -1.251 0.436 2.249  N149 1.494, C151 1.614, H162 1.090, H163 1.090
151 C -0.399 -0.597 3.149  C150 1.614, O152 1.441, H164 1.090, H165 1.090
152 O -0.178 -1.782 2.358  C151 1.441, C153 1.431
153 C 0.067 -2.867 3.259  O152 1.431, H166 1.090, H167 1.090, H168 1.090
154 H 2.287 1.545 -2.040  C145 1.090
155 H 1.412 0.915 -3.510  C145 1.090
156 H 2.214 -0.079 -2.138  C145 1.090
157 H -1.068 2.099 -1.885  C147 1.090
158 H 0.323 2.521 -0.821  C147 1.090
159 H -1.942 0.498 -0.350  C148 1.090
160 H -1.532 2.120 0.334  C148 1.090
161 H 0.010 -0.216 0.821  N149 1.010
162 H -2.219 -0.014 2.029  C150 1.090
163 H -1.361 1.312 2.889  C150 1.090
164 H -0.985 -0.778 4.050  C151 1.090
165 H 0.584 -0.198 3.396  C151 1.090
166 H -0.814 -3.136 3.841  C153 1.090
167 H 0.912 -2.707 3.928  C153 1.090
168 H 0.265 -3.790 2.715  C153 1.090
169 C 2.984 -3.103 0.907  C170 1.517, O172 1.413, H173 1.090, H174 1.090
170 C 2.467 -2.076 -0.083  C169 1.517, O171 1.443, H175 1.090, H176 1.090
171 O 2.931 -2.390 -1.413  C170 1.443, H177 0.960
172 O 4.342 -2.927 1.256  C169 1.413, H178 0.960
173 H 2.763 -4.118 0.576  C169 1.090
174 H 2.363 -2.924 1.784  C169 1.090
175 H 2.728 -1.059 0.210  C170 1.090
176 H 1.382 -2.179 -0.066  C170 1.090
177 H 2.388 -3.085 -1.791  O171 0.960
178 H 4.884 -2.973 0.465  O172 0.960
179 C -1.040 6.636 5.262  C180 1.528, H185 1.090, H186 1.090, H187 1.090
180 C -0.746 5.498 4.285  C179 1.528, C181 1.541, N184 1.387, H188 1.090
181 C 0.034 4.475 5.131  C180 1.541, O182 1.420, H189 1.090, H190 1.090
182 O 0.404 3.324 4.386  C181 1.420, C183 1.453
183 C 1.570 3.400 3.522  O182 1.453, H191 1.090, H192 1.090, H193 1.090
184 N -2.031 5.153 3.892  C180 1.387, H194 1.010, H195 1.010
185 H -1.581 6.308 6.151  C179 1.090
186 H -1.667 7.392 4.789  C179 1.090
187 H -0.203 7.172 5.708  C179 1.090
188 H -0.197 5.718 3.369  C180 1.090
189 H -0.408 4.186 6.085  C181 1.090
190 H 0.949 5.057 5.236  C181 1.090
191 H 1.234 3.794 2.563  C183 1.090
192 H 1.961 2.383 3.491  C183 1.090
193 H 2.269 4.208 3.738  C183 1.090
194 H -1.958 4.540 3.093  N184 1.010
195 H -2.422 5.979 3.461  N184 1.010